# 1
An isolated ion of composition C3H6NO3S2 and charge -1 in a non-equilibrium geometry. Source: the Open Molecules 2025 dataset; level of theory: ωB97M-V/def2-TZVPD.

Cartesian coordinates (Å):
C (0.70, 0.03, -0.08)
C (-0.25, 0.72, -0.94)
C (-0.20, -1.01, 0.74)
N (-2.17, -0.63, -0.90)
O (-3.29, 1.61, -0.65)
O (-4.39, -0.38, 0.25)
O (-2.42, 0.42, 1.36)
S (-1.38, -1.90, -0.37)
S (-3.16, 0.33, 0.10)
H (1.51, -0.55, -0.62)
H (1.01, 0.63, 0.67)
H (-0.91, 1.52, -0.70)
H (-0.18, 0.83, -1.98)
H (0.25, -1.76, 1.34)
H (-0.73, -0.22, 1.32)

Summary:
- Charge: -1

# 2
C3H6NO3SSe2TcTe2 as an isolated structure in a non-equilibrium geometry. Source: the Open Molecules 2025 dataset; level of theory: ωB97M-V/def2-TZVPD.

Cartesian coordinates (Å):
Tc (0.49, -0.17, 0.61)
Se (1.56, -2.45, 0.34)
Te (3.88, -1.74, 0.80)
Te (3.53, 0.22, 2.64)
Se (1.09, 0.04, 2.98)
C (-3.75, -1.66, 0.42)
C (-2.43, -1.19, 0.59)
N (-1.33, -0.84, 0.74)
H (-3.75, -2.74, 0.22)
H (-4.24, -1.13, -0.41)
H (-4.32, -1.48, 1.33)
C (0.85, 1.48, -2.15)
S (1.48, 1.88, -0.52)
O (2.26, 3.06, -0.52)
O (2.23, 0.64, -0.06)
O (0.29, 1.86, 0.36)
H (1.66, 1.54, -2.87)
H (0.09, 2.20, -2.38)
H (0.43, 0.48, -2.12)

Summary:
- Charge: +1
- 2S+1: 2

# 3
A 2-piece molecular cluster, C3H6NO4 overall. Source: the Open Molecules 2025 dataset; level of theory: ωB97M-V/def2-TZVPD.

Cartesian coordinates (Å):
O (2.19, -0.58, 0.87)
C (1.40, -0.21, 0.00)
N (0.26, -0.91, -0.24)
C (-0.93, -0.41, -0.95)
O (-0.74, 0.02, -2.09)
O (-2.01, -0.52, -0.30)
C (1.69, 1.00, -0.83)
H (0.10, -1.62, 0.47)
H (2.13, 1.76, -0.21)
H (0.82, 1.34, -1.38)
H (2.46, 0.79, -1.59)
H (-2.82, 0.43, 2.28)
H (-2.09, -0.64, 1.53)
O (-2.47, -0.45, 2.43)

Summary:
- Charge: -1

# 4
An isolated ion of composition C3H6NO4 and charge -1 in a non-equilibrium geometry. Source: the Open Molecules 2025 dataset; level of theory: ωB97M-V/def2-TZVPD.

Cartesian coordinates (Å):
C (1.12, -0.90, 0.51)
N (0.40, -0.69, -0.72)
C (0.03, 0.67, -1.01)
C (-0.37, 1.60, 0.21)
O (-1.26, 1.13, 0.96)
O (0.21, 2.68, 0.28)
O (-0.92, -1.64, -0.64)
O (-1.65, -1.39, 0.52)
H (0.63, -0.46, 1.39)
H (1.23, -1.97, 0.66)
H (2.10, -0.44, 0.39)
H (0.90, 1.11, -1.52)
H (-0.80, 0.65, -1.71)
H (-1.62, -0.36, 0.66)

Summary:
- SMILES: CN(CC(=O)[O-])OO
- Charge: -1

# 5
A 2-piece molecular cluster, C3H6NO4S overall in a non-equilibrium geometry. Source: the Open Molecules 2025 dataset; level of theory: ωB97M-V/def2-TZVPD.

Cartesian coordinates (Å):
C (-0.36, -0.85, 0.30)
C (-1.68, 1.71, 0.10)
C (-0.41, -0.01, -0.85)
N (0.32, -2.08, 0.00)
O (2.49, 0.23, 1.32)
O (-0.95, -0.79, 1.40)
O (2.81, -0.83, -0.99)
O (-1.04, 1.21, -1.06)
S (2.38, 0.36, -0.14)
H (-1.06, 2.49, 0.52)
H (-1.80, 0.89, 0.84)
H (-2.60, 2.37, -0.20)
H (0.09, -0.33, -1.75)
H (1.21, -1.87, -0.47)
H (0.61, -2.50, 0.99)

Summary:
- Charge: -1

# 6
C3H6NO5S2 as an isolated structure in a non-equilibrium geometry. Source: the Open Molecules 2025 dataset; level of theory: ωB97M-V/def2-TZVPD.

Cartesian coordinates (Å):
C (2.20, 0.68, -0.70)
C (2.05, -0.15, 0.32)
C (0.71, -0.52, 0.95)
N (-1.37, 1.16, 0.54)
O (-3.49, 0.35, -0.55)
O (-1.79, -1.40, 0.77)
O (-0.14, -2.54, -0.44)
O (-0.86, -0.48, -1.38)
O (-1.12, 1.87, -0.66)
S (-2.72, 0.44, 0.70)
S (-0.61, -1.19, -0.14)
H (3.18, 1.09, -1.05)
H (1.26, 1.25, -0.72)
H (2.86, -0.88, 0.48)
H (0.36, 0.51, 1.39)
H (0.68, -1.23, 1.70)
H (-1.20, 1.03, -1.20)

Summary:
- Charge: -1

# 7
One molecule with the formula C3H6NOP in a non-equilibrium geometry. Source: the Open Molecules 2025 dataset; level of theory: ωB97M-V/def2-TZVPD.

Cartesian coordinates (Å):
H (-2.15, -0.18, 1.14)
N (-1.24, 0.39, 0.99)
C (-0.20, -0.64, 0.16)
P (-0.89, -2.18, -0.37)
C (0.69, 0.17, -0.77)
C (1.28, 1.44, -0.24)
O (0.88, -0.27, -1.87)
H (0.24, -2.83, -0.59)
H (-1.26, -2.83, 0.77)
H (1.35, 2.18, -1.07)
H (0.70, 1.97, 0.52)
H (2.32, 1.10, 0.19)

Summary:
- SMILES: [H]/N=C(\P)C(C)=O

# 8
One molecule with the formula C3H6NOS in a non-equilibrium geometry. Source: the Open Molecules 2025 dataset; level of theory: ωB97M-V/def2-TZVPD.

Cartesian coordinates (Å):
C (0.83, 0.73, -0.32)
C (0.99, -0.15, 0.91)
S (-0.24, 0.07, 2.23)
C (-0.03, 0.12, -1.45)
N (-1.15, -0.64, -1.04)
O (0.25, 0.31, -2.59)
H (1.76, 1.04, -0.78)
H (0.28, 1.64, -0.07)
H (2.00, -0.17, 1.30)
H (0.63, -1.17, 0.69)
H (-1.88, -0.24, -0.48)
H (-1.08, -1.64, -0.93)

Summary:
- 2S+1: 2

# 9
A 2-piece molecular cluster, C3H6NPS overall in a non-equilibrium geometry. Source: the Open Molecules 2025 dataset; level of theory: ωB97M-V/def2-TZVPD.

Cartesian coordinates (Å):
C (1.84, -1.76, -0.94)
C (0.52, 0.77, 1.39)
C (-1.57, -0.29, -0.53)
N (2.42, -2.52, -1.58)
P (0.07, 0.44, -0.46)
S (0.39, 1.92, -1.67)
H (0.86, -0.18, 1.83)
H (1.37, 1.42, 1.69)
H (-0.36, 1.22, 2.05)
H (-1.67, -1.17, 0.00)
H (-2.13, 0.52, -0.15)
H (-1.75, -0.38, -1.64)

# 10
One molecule with the formula C3H6NPS in a non-equilibrium geometry. Source: the Open Molecules 2025 dataset; level of theory: ωB97M-V/def2-TZVPD.

Cartesian coordinates (Å):
C (1.53, -0.21, 0.86)
C (1.55, 0.21, -0.64)
C (-1.08, -0.17, -0.39)
N (0.57, -0.22, 1.60)
P (-2.68, 0.34, -0.06)
S (0.01, 0.89, -1.16)
H (2.65, -0.35, 1.02)
H (2.26, 0.96, -0.96)
H (1.92, -0.76, -1.03)
H (-0.98, -1.31, -0.48)
H (-2.52, 1.40, 0.67)
H (-3.24, -0.78, 0.58)

# 11
A 2-piece molecular cluster, C3H6NS4 overall in a non-equilibrium geometry. Source: the Open Molecules 2025 dataset; level of theory: ωB97M-V/def2-TZVPD.

Cartesian coordinates (Å):
C (-1.34, 0.87, -0.26)
C (1.38, 0.13, 0.10)
C (0.19, -0.18, 0.77)
N (-0.30, -1.56, 0.63)
S (-2.41, 0.00, -1.00)
S (2.30, 1.50, 0.22)
S (-0.88, 2.50, 0.03)
S (1.84, -0.94, -1.34)
H (-0.16, 0.40, 1.68)
H (0.34, -2.24, 0.81)
H (-0.44, -1.70, -0.40)
H (-1.22, -1.80, 1.07)
H (-2.05, 3.15, -0.34)
H (2.75, -0.14, -1.96)

Summary:
- Charge: +1

# 12
One molecule with the formula C3H6O in a non-equilibrium geometry. Source: the Open Molecules 2025 dataset; level of theory: ωB97M-V/def2-TZVPD.

Cartesian coordinates (Å):
C (1.34, -0.14, 0.02)
C (0.08, 0.68, -0.06)
C (-1.28, -0.11, -0.01)
O (0.03, 1.92, 0.00)
H (1.28, -0.82, 0.87)
H (2.31, 0.39, -0.06)
H (1.21, -0.84, -0.90)
H (-2.13, 0.39, -0.60)
H (-1.58, -0.21, 1.19)
H (-1.27, -1.24, -0.45)

Summary:
- SMILES: CC(C)=O

In kcal/mol, the ΔE to the lowest compared entry with this formula, charge and spin values for the records above are, in order, 68.79; 42.25; 10.97; 141.08; 37.45; 123.24; 91.80; 20.80; 60.76; 99.95; 16.69; 21.14.